(1)
The following is a quantum chemistry calculation of a molecular structure, C20H22CeN3O2 at a distorted geometry, from the Open Molecules 2025 dataset.

Structure (XYZ):
```
48
Properties=species:S:1:pos:R:3:forces:R:3:lowdin_charge:R:1
C 0.595469 1.744276 1.639390 -1.95 0.18 -0.35 -0.144
H 5.085073 -1.139563 -2.087125 0.17 0.30 -0.27 0.092
C 0.625733 -1.374202 4.569148 0.15 1.84 0.36 -0.034
C -4.674272 -2.368717 0.570949 -0.91 -0.86 -0.30 0.031
H -0.526868 2.834484 -3.914972 -0.18 0.09 -0.03 0.113
C -0.082723 2.392287 -0.577039 -0.58 1.44 0.12 -0.190
C 0.414043 0.998160 4.021449 0.88 0.06 -0.31 -0.021
H 4.330509 -2.236105 -3.279794 -0.05 0.38 0.09 0.086
H 2.632602 -3.246250 -3.507787 -0.08 -0.30 0.26 0.112
C 0.845600 3.104250 2.005363 0.82 -0.93 -1.54 0.015
C 4.451334 -1.999782 -2.221570 -0.14 -0.60 0.59 -0.022
H -4.605727 -3.387215 -1.862972 0.00 0.28 -0.53 0.117
C 0.677636 0.670062 2.684662 -1.12 0.18 -0.62 -0.217
C 0.160359 3.788816 -0.258010 1.06 -1.59 0.48 -0.132
H 0.746034 -2.720718 2.955932 0.43 -0.02 -0.26 0.099
C 0.778994 -1.662652 3.204267 -1.10 -0.57 1.59 -0.131
H 1.362458 3.368140 2.904831 -0.04 -0.17 0.47 0.121
H -5.088030 -1.436749 0.944655 0.09 0.38 -0.13 0.130
H -0.250123 5.221166 -3.371606 0.03 -0.65 0.93 0.135
C -3.698601 -2.158700 -0.479245 3.44 3.91 2.88 -0.332
H -4.298402 -1.650021 -2.445636 -0.31 -0.39 0.48 0.147
C -0.232146 4.459899 -2.557650 0.78 1.18 0.60 -0.048
O -2.608103 -1.490637 -0.098858 -4.36 -2.77 -2.00 -0.255
H -0.702120 1.053139 -2.172230 0.20 0.59 -0.18 0.101
O 0.923209 -1.886909 -1.238633 0.33 -0.43 -0.23 -0.205
H -4.262107 -2.874516 1.442522 0.06 -0.19 -0.07 0.126
H 3.203840 -1.045710 -0.747194 -0.24 -0.62 -0.95 0.173
H 0.376841 2.053457 4.287984 -0.30 -0.36 0.29 0.115
H 0.777099 -2.112235 5.355256 -0.32 -0.02 -0.30 0.114
H 1.060904 5.045031 1.208134 0.13 0.57 0.26 0.125
N 3.165199 -1.685878 -1.559028 -0.07 0.14 0.21 0.062
H 4.980956 -2.851578 -1.763069 -0.47 0.20 0.01 0.108
H 0.322513 0.231943 6.045400 -0.25 -0.28 -1.00 0.128
C 0.372553 -0.020288 4.962430 0.95 -1.04 0.66 -0.036
C 0.083865 4.790984 -1.229749 -0.33 0.22 -1.09 0.003
H 1.016078 -3.660354 -2.977615 1.49 0.74 0.26 0.156
N 0.030936 1.418295 0.409196 1.61 1.08 1.37 -0.032
C 0.709808 -0.668812 2.255761 0.61 0.22 -0.69 -0.296
C 1.982435 -2.253272 -1.845390 1.04 -0.03 -0.01 -0.521
Ce -0.490646 -0.923335 0.236781 1.37 0.41 -0.02 1.634
C -0.468139 2.099209 -1.906975 0.74 0.55 0.02 -0.009
C -3.949161 -2.515480 -1.847225 1.81 -0.45 -1.32 0.031
H 0.316417 5.823550 -0.937912 -0.18 -0.47 -0.19 0.134
C 0.741181 4.041788 1.029240 -1.11 0.22 -0.64 0.037
H -5.459018 -2.926067 0.076317 -0.56 -0.30 0.72 0.100
C -0.399138 3.126733 -2.880978 -0.84 -1.96 0.60 -0.056
H -2.930211 -2.715790 -2.286342 -1.08 -0.17 0.10 0.128
N 1.955873 -3.254140 -2.755045 -1.63 -0.02 -0.29 0.208
```
Positions in Å, forces in eV/Å.

Output
⟨S²⟩	0.751
HOMO (alpha / beta)	-0.500 / -0.500	Eh
orbital gap (alpha / beta)	0.2536 / 0.2543	Ha
total energy	-1564.7189	Ha
total charge	+2
multiplicity	2
relative energy (zero: lowest compared OMol25 entry of this formula, charge and spin)	0.0000	eV

=====

(2)
The following is a quantum chemistry calculation of C20H22Cl3N3O2S in the gas phase, from the Open Molecules 2025 dataset.

Structure (XYZ):
```
51
Properties=species:S:1:pos:R:3:forces:R:3:lowdin_charge:R:1
Cl -0.730678 -2.694175 0.958160 -0.13 0.10 -0.07 0.658
C -2.459659 2.926377 -4.227113 0.04 -0.10 0.07 -0.212
C 0.815328 1.440226 2.599452 0.19 0.32 -0.13 -0.096
Cl -1.965660 -2.192751 -1.613375 -0.02 0.01 0.08 0.624
H 0.399060 4.528107 -5.087982 0.07 0.04 -0.05 0.102
C -1.510201 3.568272 -5.007054 0.00 0.02 0.09 -0.046
H 5.187672 -3.925121 2.829582 0.09 0.07 0.00 0.074
H -0.843705 3.178572 -1.243249 -0.01 -0.03 0.12 0.100
H 0.312858 2.278983 3.092599 0.09 -0.08 -0.11 0.147
C 0.127687 1.202273 1.252346 -0.20 -0.21 0.55 -0.478
O 0.699717 0.358758 3.486449 -0.06 -0.21 0.15 -0.057
C -0.328175 4.037025 -4.459617 0.07 0.04 0.00 -0.084
N -1.841175 0.720777 -0.805668 -0.07 0.56 -0.48 0.030
C -1.026517 3.254938 -2.303689 -0.14 0.00 0.01 -0.024
H -1.014542 1.144627 -1.211363 -0.11 -0.07 0.10 0.097
H -1.699425 3.697507 -6.062862 -0.04 -0.01 -0.10 0.110
H -2.637229 -0.525274 0.595234 0.44 0.01 -0.16 0.073
H 3.344401 -4.778894 1.380818 -0.08 -0.05 0.00 0.109
C 3.179417 -4.634283 2.450146 0.19 0.07 0.13 -0.215
C -1.637483 -0.231449 0.228527 -0.03 -0.17 0.11 -0.497
Cl 0.638679 -1.102295 -1.024550 0.03 -0.02 -0.12 0.670
H 2.325727 -0.206340 1.345997 0.00 0.09 -0.06 0.101
H 4.374900 -4.575860 4.252492 0.04 0.02 0.11 0.073
H 4.994761 -5.671992 3.012933 0.11 -0.08 0.03 0.068
H -4.147549 2.329524 -2.329202 0.14 -0.12 0.22 0.112
C 1.349983 -0.815340 3.169256 0.14 -0.21 0.08 -0.283
H 0.517390 -1.710657 4.914280 -0.09 0.02 0.11 0.120
C -0.089523 3.880915 -3.106360 0.05 -0.02 -0.06 -0.072
H 2.530097 -5.436272 2.807113 -0.02 -0.02 -0.09 0.110
H -3.700379 2.497932 -5.912700 -0.04 0.01 -0.05 0.079
H -1.013910 -0.146283 2.233558 0.06 0.07 -0.12 0.138
S -4.444869 0.653980 -0.361518 -0.75 -0.12 0.28 0.651
N -0.873185 0.297031 1.335610 -0.20 -0.15 0.15 0.132
H 1.548766 -3.914570 4.496447 -0.03 -0.10 0.09 0.117
H -3.895013 1.369931 -4.566932 -0.08 -0.05 0.00 0.088
C -0.947936 -1.498165 -0.342310 -0.06 -0.26 -0.06 -1.485
N -3.187677 2.138564 -2.071763 -0.13 0.25 -0.25 0.053
C 2.728095 -2.241131 1.825474 -0.03 -0.13 0.17 -0.050
H 3.343569 -2.376292 0.947841 0.05 -0.03 -0.11 0.119
O 0.435735 1.811385 0.251333 0.35 0.34 -0.25 0.040
C 1.142130 -1.873610 4.050057 -0.06 0.28 -0.03 -0.010
C 4.520540 -4.708206 3.182790 -0.12 -0.13 -0.13 -0.095
H 0.821592 4.251921 -2.663705 0.09 0.04 0.05 0.107
C 2.150049 -1.002886 2.052019 -0.06 0.36 0.15 -0.050
C 1.723642 -3.100092 3.808781 -0.02 0.09 -0.09 -0.040
H -4.589362 2.990788 -4.474197 -0.14 -0.02 -0.02 0.087
H 1.859014 1.724449 2.419653 -0.15 -0.07 -0.06 0.141
C -3.733422 2.414770 -4.829821 0.06 -0.01 0.03 -0.039
C -2.202135 2.761074 -2.859489 0.44 0.18 -0.24 -0.193
C 2.521714 -3.305671 2.688742 -0.01 -0.07 -0.20 -0.267
C -3.073114 1.208902 -1.103171 0.12 -0.43 0.19 -0.831
```
Positions in Å, forces in eV/Å.

Output
HOMO	-0.304	Eh
orbital gap	0.3249	Ha
total energy	-2868.8889	Ha
total charge	0
relative energy (zero: lowest compared OMol25 entry of this formula, charge and spin)	0.0000	eV

=====

(3)
The following is a quantum chemistry calculation of a molecular structure, C20H22Cl4N10O2PtS, from the Open Molecules 2025 dataset.

Structure (XYZ):
```
60
Properties=species:S:1:pos:R:3:forces:R:3:lowdin_charge:R:1
C 3.577294 2.143650 -0.623855 0.05 0.16 -0.08 -0.036
O -1.730536 -1.942813 0.398996 0.18 0.04 0.23 -0.059
Cl 0.849017 -6.103067 -0.658032 0.22 -0.12 -0.08 0.890
N 1.725862 0.772295 -1.197107 0.08 0.02 0.13 0.019
H 0.341625 1.367671 4.345272 -0.01 -0.02 -0.01 0.126
H -1.376351 4.925721 2.042849 0.03 0.00 0.00 0.128
H 1.226078 1.921172 2.916671 0.00 0.00 0.03 0.121
H -1.862605 5.499945 -0.359084 -0.04 -0.03 -0.01 0.129
H -1.489484 3.616804 -2.028182 0.04 -0.01 0.00 0.123
H 0.888762 -2.680377 -2.573315 -0.03 -0.03 -0.02 0.066
C -1.654289 -6.078457 0.338045 0.34 0.17 -0.13 -0.698
N 4.056123 0.091200 1.465193 -0.08 -0.23 0.13 0.165
H -2.870328 3.323006 -0.970052 -0.03 0.00 -0.04 0.128
Pt 0.237680 -0.790761 -0.319456 -0.02 0.23 -0.67 1.036
N 3.855101 -1.003869 2.226606 0.14 0.11 -0.03 0.065
N -0.993149 -1.586563 -4.919960 -0.08 0.07 0.10 0.122
O 0.431548 -3.232991 -0.617994 0.31 -0.03 -0.10 -0.083
H 4.426888 2.335833 0.020289 -0.01 0.01 -0.02 0.130
N 3.328828 3.002423 -1.605971 -0.10 -0.13 0.01 0.124
C 2.776325 1.030471 -0.415984 -0.01 -0.17 0.13 -0.190
H -0.700756 -2.180368 -5.678827 0.01 -0.01 0.00 0.128
H -0.286068 4.724260 -0.165660 -0.02 0.06 -0.01 0.126
Cl -4.147198 -6.286415 1.258200 -0.14 -0.08 0.05 0.817
C -1.783376 3.438829 -0.994418 -0.01 -0.12 0.02 -0.160
N -1.058289 2.910203 1.683506 0.01 0.00 0.01 -0.021
N -1.128032 2.216604 -0.532953 -0.01 -0.05 0.03 0.070
C -2.852281 -3.981137 0.717702 0.29 -0.31 -0.07 -0.557
C -0.471893 -1.678758 -3.697414 0.19 0.02 -0.08 -0.829
C 2.745890 -1.644972 1.864781 -0.04 -0.03 -0.08 -0.115
H -1.207419 0.080874 2.871886 -0.02 -0.02 -0.03 0.126
C -2.796530 -5.424890 0.734812 -0.04 0.44 0.00 -0.691
C -1.714717 4.175529 1.330593 -0.03 -0.12 0.03 -0.128
H -0.381011 3.664727 3.492102 0.03 0.01 0.00 0.129
C 3.027033 0.061644 0.657372 0.01 0.18 -0.22 -0.311
C 2.287543 2.732378 -2.388623 0.17 0.10 0.05 -0.078
H -1.190496 1.402758 -1.123107 0.00 0.08 0.02 0.016
N 0.512562 -2.550582 -3.500331 -0.02 0.08 0.13 0.141
C 0.245616 1.607619 3.286625 0.07 0.04 0.00 -0.151
C -0.237358 0.415633 2.488311 -0.07 -0.05 -0.08 -0.221
C 1.481842 1.622078 -2.189161 0.00 -0.12 -0.02 -0.116
H 0.447058 -0.421612 2.589821 0.02 -0.03 0.00 0.079
C -1.716057 -3.179903 0.334562 -0.21 -0.22 0.01 -0.370
C -0.526042 -5.326241 -0.127349 -0.34 0.11 0.09 -0.562
N -0.346927 0.754875 1.067955 -0.12 -0.02 0.05 -0.080
Cl -1.559542 -7.768511 0.380000 -0.01 -0.07 -0.01 0.800
H 2.388266 -2.550321 2.328224 0.01 0.04 -0.01 0.147
H 0.639041 1.403579 -2.829867 -0.02 0.02 0.00 0.072
Cl -4.234581 -3.182237 1.168071 -0.23 0.12 0.09 0.915
H 2.083201 3.421199 -3.199162 0.01 -0.01 0.01 0.122
N 2.188390 -0.991691 0.860811 -0.17 -0.07 0.25 0.013
S -1.100735 -0.659625 -2.470911 -0.20 -0.18 0.22 0.690
H -1.682669 2.489271 3.645473 -0.02 0.01 0.01 0.137
H -2.798858 4.078859 1.446462 -0.01 0.02 0.02 0.137
H -1.748707 -0.943114 -5.085660 0.01 0.00 -0.01 0.110
H 0.855519 -3.135957 -4.244763 0.02 0.00 -0.01 0.131
C -0.526565 -3.882559 -0.171318 -0.12 -0.28 0.05 -0.366
C -1.365373 4.570915 -0.086299 0.11 0.01 0.00 -0.149
H 4.524384 -1.249805 2.941157 -0.02 0.01 0.00 0.177
C -0.849053 1.935928 0.767888 -0.01 0.38 0.01 -0.354
C -0.760201 2.719640 3.104582 -0.01 0.02 -0.10 -0.134
```
Positions in Å, forces in eV/Å.

Output
⟨S²⟩	6.025
HOMO (alpha / beta)	-0.490 / -0.494	Eh
orbital gap (alpha / beta)	0.2982 / 0.1764	Ha
total energy	-3831.1286	Ha
total charge	+2
multiplicity	5
relative energy (zero: lowest compared OMol25 entry of this formula, charge and spin)	0.5210	eV

=====

(4)
The following is a quantum chemistry calculation of a molecular structure, C20H22CrN4S3Te, from the Open Molecules 2025 dataset.

Structure (XYZ):
```
51
Properties=species:S:1:pos:R:3:forces:R:3:lowdin_charge:R:1
H 1.121069 -2.090037 1.843582 0.00 0.00 0.01 0.071
H 1.063176 4.520978 -1.799938 0.01 0.00 -0.01 0.095
H 1.122435 0.532412 -4.672639 -0.01 -0.02 0.00 0.099
H 3.197334 2.389400 4.702093 -0.01 0.00 0.00 0.093
H 0.184948 -1.099611 -3.966376 0.00 -0.01 -0.02 0.077
N -2.581606 1.019415 -1.844789 0.17 -0.06 0.22 0.006
N 1.700693 -0.551195 0.549390 -0.04 0.04 -0.08 -0.242
H -2.374629 1.787950 1.369144 0.00 0.02 0.00 0.045
C 2.115521 0.292415 1.657508 0.01 -0.08 -0.06 -0.324
C 1.138953 0.721246 2.565595 -0.09 -0.03 0.00 -0.617
C 1.782195 -1.954341 0.989875 0.02 0.01 0.02 -0.103
C -3.559527 3.174446 -1.315937 0.03 -0.11 -0.05 -0.102
H 4.189399 0.264854 1.127936 0.00 0.00 0.00 0.106
S -3.328362 -0.762563 0.092765 -0.06 0.27 -0.20 0.231
Te -1.623926 -2.479476 -0.033656 0.17 0.20 0.03 0.380
C 2.902530 1.793104 3.846891 0.03 -0.01 -0.02 -0.108
S 0.381370 2.307838 -0.161655 -0.01 0.13 -0.16 0.740
H -1.260678 -0.200481 -3.382221 0.01 0.00 0.01 0.081
C 0.760656 1.286805 -2.694305 0.00 -0.12 0.02 -0.263
H 2.814487 -2.205453 1.265858 0.00 0.00 0.00 0.096
H 3.418064 -0.854523 -0.683470 0.00 0.01 0.03 0.124
C 2.454794 -0.325699 -0.695178 0.03 -0.04 0.08 -0.181
C 0.754264 2.410756 -1.865060 -0.02 0.00 0.08 -0.571
H 0.818834 1.817517 4.364195 0.02 0.01 0.01 0.095
S -0.563097 0.323290 2.340155 0.13 -0.02 -0.10 0.613
Cr -0.436991 0.090249 -0.059612 0.32 -0.21 0.12 0.035
H 1.700374 2.707158 -5.632905 0.00 0.01 0.00 0.090
C -0.406192 -0.804643 -3.094298 0.02 0.06 0.04 -0.107
C -3.298130 2.965904 -0.003135 -0.06 0.09 0.06 -0.157
H 4.900617 1.622231 3.061957 0.00 0.00 0.00 0.090
C 1.420297 3.762703 -3.773086 0.01 -0.01 -0.03 -0.109
H -3.997946 4.090537 -1.676749 0.00 0.00 -0.01 0.071
H 2.650911 0.743166 -0.780251 -0.01 0.01 -0.02 0.114
C -3.132664 2.119282 -2.200447 -0.06 0.10 -0.06 -0.191
C 1.111113 1.405814 -4.035948 0.02 0.04 0.02 -0.043
H 1.440606 -2.619991 0.199809 0.01 -0.01 -0.01 0.045
H 1.338165 -1.846451 -1.727345 0.02 -0.01 -0.01 0.105
C 1.567735 1.470482 3.662907 -0.05 0.01 0.03 -0.116
C 3.452135 0.607533 1.843772 0.01 0.03 0.02 -0.040
H -0.769221 -1.695542 -2.589066 -0.01 -0.01 -0.01 -0.015
H -3.502701 3.712419 0.756341 0.01 -0.01 0.01 0.119
H 2.289835 -0.798664 -2.785725 0.00 0.01 0.00 0.131
H -3.264450 2.258557 -3.275090 0.00 0.01 0.01 0.099
N -2.761651 1.824475 0.437354 0.10 0.03 -0.04 -0.054
C 1.440612 2.634211 -4.584641 -0.01 -0.01 0.02 -0.106
H 1.663728 4.734888 -4.185002 0.00 0.00 0.01 0.094
N 0.422210 -0.028948 -2.134726 0.01 -0.05 -0.06 -0.206
C 1.084865 3.647079 -2.439359 0.00 0.02 0.05 -0.118
C 1.660231 -0.815962 -1.887859 -0.07 0.00 -0.07 -0.166
C 3.856442 1.367739 2.932929 -0.05 -0.01 0.00 -0.103
C -2.342977 0.742126 -0.451426 -0.59 -0.28 0.12 -0.904
```
Positions in Å, forces in eV/Å.

Output
⟨S²⟩	3.865
HOMO (alpha / beta)	-0.127 / -0.125	Eh
orbital gap (alpha / beta)	0.2207 / 0.2189	Ha
total energy	-3501.5198	Ha
total charge	-1
multiplicity	4
relative energy (zero: lowest compared OMol25 entry of this formula, charge and spin)	0.2348	eV